# 1
{
  "formula": "C3HFO2Sm",
  "method": "ωB97M-V with the def2-TZVPD basis set",
  "gap_ev": [6.6292, 6.8382],
  "energy_ha": -1023.0829,
  "spin_multiplicity": 7,
  "max_force_ev_per_a": 2.38,
  "homo_ev": [-8.1, -8.3],
  "s_squared": 12.009,
  "symbols": ["F", "O", "O", "C", "C", "C", "H", "Sm"],
  "positions_angstrom": [[-0.462, -2.408, 0.614], [-0.712, 1.197, 0.192], [-0.908, 1.402, -2.059], [0.212, 0.615, 0.925], [1.379, 0.426, 1.243], [-1.048, 0.664, -1.120], [2.136, -0.131, 1.768], [-0.596, -1.766, -1.563]],
  "mulliken_charge": [-0.73, -0.30, -0.49, 0.04, -0.27, -0.04, 0.35, 1.43]
}



# 2
{
  "formula": "C3H6N2O",
  "method": "ωB97M-V with the def2-TZVPD basis set",
  "gap_ev": 9.1912,
  "energy_ha": -302.4841,
  "spin_multiplicity": 1,
  "max_force_ev_per_a": 0.90,
  "de_lowest_kcal_mol": 131.1,
  "homo_ev": -9.6,
  "symbols": ["N", "C", "C", "O", "C", "N", "H", "H", "H", "H", "H", "H"],
  "positions_angstrom": [[-1.528, -0.888, 0.188], [-0.947, -0.081, -0.682], [0.910, 0.701, 0.265], [1.088, 0.020, 1.313], [1.739, 0.419, -0.904], [2.480, 0.260, -1.776], [-0.631, -1.320, 1.090], [-2.045, -0.371, 0.896], [-0.344, -0.533, -1.460], [-1.247, 0.958, -0.766], [0.490, 1.710, 0.330], [0.036, -0.876, 1.504]],
  "nbo_charge": [-0.60, -0.17, 0.12, -0.53, 0.19, -0.29, 0.14, 0.36, 0.20, 0.20, 0.19, 0.18]
}



# 3
{
  "formula": "C4H11NO3",
  "method": "ωB97M-V with the def2-TZVPD basis set",
  "gap_ev": 7.7580,
  "energy_ha": -439.3551,
  "spin_multiplicity": 1,
  "max_force_ev_per_a": 0.53,
  "de_lowest_kcal_mol": 107.2,
  "homo_ev": -8.3,
  "symbols": ["C", "N", "O", "H", "H", "H", "H", "H", "C", "C", "C", "O", "O", "H", "H", "H", "H", "H", "H"],
  "positions_angstrom": [[-1.214, -1.707, 0.221], [-1.359, 0.709, -0.117], [-2.498, -1.881, 0.146], [-2.946, -1.308, 0.791], [-1.479, 0.981, -1.088], [-1.901, 1.324, 0.482], [-0.728, -1.241, 1.088], [-0.671, -2.288, -0.509], [1.787, -0.951, -0.418], [0.813, 2.008, -0.110], [0.069, 0.744, 0.331], [0.540, -0.380, -0.737], [0.204, 0.372, 1.539], [2.615, -0.365, -0.840], [1.921, -1.017, 0.668], [1.838, -1.955, -0.853], [0.697, 2.208, -1.177], [0.438, 2.857, 0.465], [1.873, 1.891, 0.118]],
  "nbo_charge": [0.36, -0.89, -0.59, 0.51, 0.37, 0.37, 0.26, 0.20, -0.27, -0.67, 0.69, -0.67, -0.84, 0.17, 0.20, 0.17, 0.20, 0.21, 0.22]
}



# 4
{
  "formula": "C34H63FNO8",
  "method": "ωB97M-V with the def2-TZVPD basis set",
  "gap_ev": 8.6337,
  "energy_ha": -2089.4506,
  "spin_multiplicity": 1,
  "max_force_ev_per_a": 0.44,
  "total_charge": 1,
  "homo_ev": -10.9,
  "symbols": ["C", "N", "O", "C", "C", "F", "C", "O", "C", "C", "C", "C", "C", "C", "H", "H", "H", "H", "H", "H", "H", "H", "H", "H", "H", "H", "H", "H", "H", "C", "C", "C", "O", "C", "H", "H", "H", "H", "H", "H", "H", "H", "C", "C", "C", "O", "C", "H", "H", "H", "H", "H", "H", "H", "H", "C", "C", "C", "O", "C", "H", "H", "H", "H", "H", "H", "H", "H", "C", "C", "C", "O", "C", "H", "H", "H", "H", "H", "H", "H", "H", "C", "C", "C", "O", "C", "H", "H", "H", "H", "H", "H", "H", "H", "C", "C", "C", "O", "C", "H", "H", "H", "H", "H", "H", "H", "H"],
  "positions_angstrom": [[-2.889, 0.520, 0.825], [-1.997, 1.714, 0.730], [-2.614, 2.754, 0.007], [-1.620, 2.220, 2.084], [-2.751, 2.767, 2.924], [-3.358, 3.876, 2.368], [-0.763, 1.298, -0.053], [0.130, 2.342, -0.069], [1.461, 1.989, 0.210], [2.185, 1.291, -0.737], [3.505, 0.952, -0.465], [4.082, 1.316, 0.741], [3.342, 2.025, 1.677], [2.021, 2.369, 1.420], [-2.471, -0.194, 1.529], [-2.940, 0.073, -0.167], [-3.882, 0.841, 1.125], [-3.375, 2.361, -0.446], [-1.222, 1.358, 2.624], [-0.823, 2.946, 1.971], [-3.509, 2.015, 3.155], [-2.295, 3.054, 3.874], [-0.361, 0.402, 0.427], [-1.136, 1.064, -1.053], [1.734, 1.035, -1.687], [4.081, 0.414, -1.205], [5.116, 1.081, 0.949], [3.796, 2.324, 2.613], [1.449, 2.939, 2.139], [-2.794, -4.736, 1.389], [-1.686, -4.123, 0.536], [-2.169, -2.690, 0.399], [-2.892, -2.380, 1.601], [-3.128, -3.594, 2.337], [-2.488, -5.638, 1.916], [-3.658, -4.980, 0.767], [-0.736, -4.154, 1.073], [-1.542, -4.615, -0.423], [-2.845, -2.582, -0.457], [-1.343, -1.982, 0.284], [-2.478, -3.602, 3.216], [-4.165, -3.599, 2.672], [5.541, 5.519, -0.751], [7.023, 5.142, -0.698], [6.947, 3.621, -0.637], [5.778, 3.253, -1.371], [4.981, 4.409, -1.627], [5.344, 6.508, -1.158], [5.108, 5.469, 0.251], [7.529, 5.462, -1.610], [7.552, 5.568, 0.153], [6.842, 3.276, 0.400], [7.811, 3.124, -1.079], [5.052, 4.669, -2.688], [3.939, 4.169, -1.401], [-0.866, 2.167, 7.287], [-1.716, 0.942, 7.620], [-2.358, 0.636, 6.275], [-1.411, 1.047, 5.277], [-0.373, 1.827, 5.888], [-0.049, 2.336, 7.987], [-1.487, 3.065, 7.266], [-1.077, 0.114, 7.932], [-2.451, 1.119, 8.402], [-3.285, 1.205, 6.139], [-2.578, -0.422, 6.135], [0.543, 1.231, 5.922], [-0.187, 2.712, 5.275], [-0.499, -8.800, -1.786], [0.605, -8.127, -2.604], [0.098, -6.695, -2.677], [-0.638, -6.462, -1.472], [-0.860, -7.702, -0.793], [-0.184, -9.720, -1.298], [-1.354, -9.028, -2.425], [1.552, -8.169, -2.064], [0.754, -8.570, -3.587], [-0.577, -6.554, -3.528], [0.900, -5.960, -2.752], [-0.217, -7.742, 0.094], [-1.901, -7.745, -0.468], [-3.483, -4.564, -5.483], [-3.759, -3.707, -4.248], [-2.391, -3.697, -3.577], [-1.427, -3.779, -4.622], [-2.073, -4.123, -5.852], [-4.195, -4.412, -6.291], [-3.492, -5.622, -5.214], [-4.045, -2.696, -4.549], [-4.541, -4.105, -3.604], [-2.269, -4.562, -2.914], [-2.207, -2.789, -2.996], [-2.089, -3.242, -6.502], [-1.494, -4.904, -6.346], [0.751, 5.061, -3.066], [0.193, 5.740, -1.816], [1.471, 6.186, -1.117], [2.416, 6.459, -2.149], [1.938, 5.957, -3.398], [0.037, 4.991, -3.885], [1.095, 4.052, -2.823], [-0.410, 6.607, -2.095], [-0.418, 5.085, -1.195], [1.867, 5.389, -0.474], [1.340, 7.083, -0.512], [1.636, 6.800, -4.028], [2.748, 5.425, -3.898]],
  "mulliken_charge": [-1.53, 0.88, -0.47, -0.65, -0.38, -0.35, -0.76, -0.02, -0.15, 0.09, -0.76, -0.44, -0.90, 0.03, 0.54, 0.58, 0.46, 0.38, 0.51, 0.17, 0.36, 0.18, 0.69, 0.26, 0.45, 0.39, 0.48, 0.43, 0.46, -0.59, 0.00, 0.09, -0.41, -0.63, 0.40, 0.25, 0.26, -0.10, 0.09, 0.04, 0.31, 0.29, -0.59, -0.61, -0.49, -0.37, 0.51, 0.37, 0.27, 0.26, 0.36, 0.24, 0.32, 0.12, -0.41, -0.62, -0.59, -0.48, -0.28, -0.31, 0.37, 0.27, 0.27, 0.35, 0.30, 0.27, 0.30, 0.21, -0.59, -0.57, -0.37, -0.33, -0.39, 0.36, 0.27, 0.27, 0.34, 0.13, 0.31, 0.27, 0.24, -0.59, -0.61, 0.37, -0.46, -0.46, 0.37, 0.26, 0.31, 0.34, -0.19, 0.06, 0.31, 0.29, -0.27, -0.25, -0.18, -0.40, -0.47, 0.42, 0.01, 0.33, 0.00, -0.02, 0.33, 0.31, 0.25]
}



# 5
{
  "formula": "C4H11NO2",
  "method": "ωB97M-V with the def2-TZVPD basis set",
  "gap_ev": 9.5449,
  "energy_ha": -364.1096,
  "spin_multiplicity": 1,
  "max_force_ev_per_a": 1.74,
  "de_lowest_kcal_mol": 99.5,
  "homo_ev": -9.5,
  "symbols": ["C", "C", "N", "O", "O", "H", "H", "H", "H", "H", "H", "H", "C", "C", "H", "H", "H", "H"],
  "positions_angstrom": [[1.101, -0.264, -0.409], [1.156, -1.791, -0.317], [1.108, 0.312, 0.933], [2.268, 0.223, -1.101], [-0.027, 0.128, -1.101], [2.053, 0.194, -2.040], [-0.936, 1.050, -0.601], [1.301, 1.306, 0.838], [1.879, -0.074, 1.467], [0.321, -2.159, 0.281], [1.080, -2.206, -1.321], [2.096, -2.116, 0.129], [-2.193, 0.957, -0.137], [-2.249, 1.005, 1.200], [-1.422, 0.607, 1.780], [-2.983, 1.343, -0.769], [-1.468, 0.047, -0.570], [-3.084, 1.440, 1.740]],
  "nbo_charge": [0.63, -0.64, -0.87, -0.76, -0.84, 0.48, 0.46, 0.37, 0.36, 0.21, 0.22, 0.21, -0.67, -0.20, 0.22, 0.23, 0.41, 0.20]
}



# 6
{
  "formula": "C4H4F2O",
  "method": "ωB97M-V with the def2-TZVPD basis set",
  "gap_ev": 10.6975,
  "energy_ha": -429.6770,
  "smiles": "O[C@@H]1/C(=C/F)[C@H]1F",
  "spin_multiplicity": 1,
  "max_force_ev_per_a": 4.42,
  "de_lowest_kcal_mol": 60.6,
  "homo_ev": -10.1,
  "symbols": ["O", "C", "C", "C", "F", "C", "F", "H", "H", "H", "H"],
  "positions_angstrom": [[-1.254, -0.679, 0.395], [-0.416, 0.188, -0.288], [1.008, 0.021, -0.129], [2.038, -0.702, -0.284], [3.308, -0.426, 0.250], [0.483, 1.193, 0.470], [0.699, 2.401, -0.147], [-2.149, -0.365, 0.267], [-0.771, 0.596, -1.330], [2.002, -1.714, -0.707], [0.237, 1.126, 1.586]],
  "nbo_charge": [-0.69, 0.06, -0.22, 0.31, -0.34, 0.16, -0.33, 0.48, 0.19, 0.18, 0.20]
}